# 1
This record from OMol25 describes C4H13N3 in the gas phase in a non-equilibrium geometry. The level of theory is ωB97M-V with the def2-TZVPD basis set.

LUMO level ... 1.12 eV
HOMO energy ... -0.3141 hartree
Multiplicity ... 1
Frontier orbital gap ... 9.66 eV
SMILES string ... NCCCNCN
Charge ... 0

Last column: natural (NBO) charge in e.
Geometry (Å):
N1 -0.922 0.705 -2.393  -0.883
C1 0.089 1.419 -1.663  -0.219
C2 1.181 0.489 -1.269  -0.394
C3 0.763 -0.559 -0.239  -0.226
N2 0.177 -0.106 1.058  -0.666
C4 -0.292 -1.243 1.983  -0.034
N3 -1.136 -0.994 3.078  -0.855
H1 -1.730 0.243 -1.977  0.378
H2 -1.119 1.479 -3.096  0.367
H3 -0.331 1.952 -0.820  0.183
H4 0.462 2.134 -2.427  0.178
H5 1.970 1.228 -0.752  0.179
H6 1.610 0.000 -2.175  0.225
H7 0.007 -1.171 -0.702  0.187
H8 1.668 -1.191 -0.066  0.163
H9 0.848 0.553 1.455  0.347
H10 0.613 -1.813 2.205  0.145
H11 -0.862 -1.828 1.252  0.175
H12 -2.129 -1.192 3.164  0.389
H13 -0.869 -0.106 3.386  0.361

Cartesian forces, eV/Å:
-0.73 1.45 -2.96
-0.10 -0.08 -0.31
2.04 1.90 2.07
0.40 -0.80 0.88
-0.39 0.71 -0.15
0.42 -0.75 -3.74
0.53 0.15 0.78
0.44 0.84 0.16
-1.21 -2.37 0.91
0.20 0.35 0.44
0.18 -0.11 0.91
-1.02 -1.80 -1.14
-0.18 0.31 0.84
-0.26 -0.51 -0.26
-0.55 0.06 -0.07
-0.26 -0.45 0.46
-0.02 -0.15 0.61
0.24 -0.38 0.16
0.57 0.18 -0.96
-0.32 1.46 1.36

---

# 2
This record from OMol25 describes a gas-phase ion, C4H13N3 (charge +2) in a non-equilibrium geometry. The level of theory is ωB97M-V with the def2-TZVPD basis set.

LUMO level ... -8.91 eV
HOMO energy ... -0.7365 hartree
Multiplicity ... 1
Frontier orbital gap ... 11.14 eV
SMILES string ... C/C=[NH+]\C[NH2+]NC
Charge ... +2

Last column: natural (NBO) charge in e.
Geometry (Å):
C1 0.709 -2.190 0.097  -0.774
C2 0.601 -1.012 -0.762  0.381
N1 1.302 0.100 -0.680  -0.507
C3 1.300 0.739 0.596  -0.073
N2 -0.181 0.994 1.034  -0.389
N3 -0.981 0.270 0.158  -0.413
C4 -1.777 1.042 -0.755  -0.481
H1 1.547 -2.255 0.879  0.285
H2 1.038 -2.987 -0.621  0.331
H3 -0.268 -2.530 0.623  0.304
H4 -0.024 -1.170 -1.642  0.254
H5 1.319 0.724 -1.416  0.433
H6 1.906 0.334 1.353  0.270
H7 1.638 1.737 0.437  0.251
H8 -0.321 0.824 2.062  0.474
H9 -0.280 2.023 1.119  0.460
H10 -1.638 -0.312 0.746  0.427
H11 -0.969 1.590 -1.454  0.213
H12 -2.381 0.326 -1.434  0.287
H13 -2.541 1.755 -0.340  0.266

Cartesian forces, eV/Å:
0.57 -1.57 2.05
-0.98 -0.15 -0.32
0.24 -1.34 2.57
0.60 1.48 -1.02
1.47 0.75 2.00
-3.63 -2.24 2.20
0.16 1.37 -3.63
-1.23 0.82 -1.00
-0.67 0.32 0.36
1.48 0.48 -1.29
0.62 0.08 -0.35
-0.13 1.31 -2.17
0.26 -1.08 1.09
0.77 0.66 -0.09
0.07 -1.02 -0.93
-0.54 -0.12 -1.25
0.90 0.62 -0.66
-2.20 -0.81 1.31
1.17 0.98 1.14
1.06 -0.52 -0.04

---

# 3
This record from OMol25 describes a gas-phase ion, C4H13N3 (charge +2) in a non-equilibrium geometry. The level of theory is ωB97M-V with the def2-TZVPD basis set.

LUMO level ... -6.88 eV
HOMO energy ... -0.6253 hartree
Multiplicity ... 1
Frontier orbital gap ... 10.14 eV
SMILES string ... N/C(=C\[NH3+])CC[NH3+]
Charge ... +2

Last column: natural (NBO) charge in e.
Geometry (Å):
N1 0.693 -1.203 1.607  -0.862
C1 0.324 -0.168 0.789  0.238
C2 -0.353 0.879 1.306  -0.134
N2 -0.176 1.240 2.733  -0.694
C3 0.708 -0.242 -0.690  -0.496
C4 -0.465 -0.563 -1.595  -0.228
N3 -0.472 -0.048 -3.018  -0.664
H1 1.666 -1.487 1.526  0.410
H2 0.124 -1.902 2.060  0.442
H3 -1.117 1.509 0.871  0.236
H4 -1.130 1.423 3.051  0.464
H5 0.290 0.501 3.275  0.464
H6 0.537 1.967 2.860  0.461
H7 1.200 0.696 -0.995  0.248
H8 1.562 -0.916 -0.843  0.265
H9 -0.643 -1.630 -1.732  0.246
H10 -1.429 -0.288 -1.147  0.237
H11 0.470 -0.142 -3.415  0.451
H12 -0.683 0.949 -3.015  0.450
H13 -1.105 -0.574 -3.627  0.467

Cartesian forces, eV/Å:
2.31 -0.09 0.52
-1.03 0.19 -0.41
0.45 -0.25 0.02
0.05 -1.29 -0.16
0.89 0.84 -0.65
-1.84 -1.53 0.06
1.26 0.43 0.60
-0.38 -0.35 -0.08
-0.53 0.50 -0.07
0.66 0.30 -0.59
0.56 0.53 1.02
-0.72 -0.57 -0.11
-0.85 0.89 -0.25
-0.61 0.20 0.21
-0.55 -0.43 0.28
0.58 -0.18 0.22
0.32 0.57 -0.19
-0.12 -0.03 -0.15
-0.25 0.08 -0.39
-0.20 0.19 0.12

---

# 4
This record from OMol25 describes 2 unconnected molecules or ions with the total composition C4H13N3 in a non-equilibrium geometry. The level of theory is ωB97M-V with the def2-TZVPD basis set.

LUMO level (spin up / spin down) ... -9.12 / -9.75 eV
HOMO energy (spin up / spin down) ... -0.6706 / -0.6740 hartree
Multiplicity ... 1
Frontier orbital gap (spin up / spin down) ... 9.13 / 8.59 eV
Charge ... +2

Last column: natural (NBO) charge in e.
Geometry (Å):
C1 -1.409 -0.557 -0.130  0.639
C2 -2.757 -2.369 0.907  -0.480
C3 3.080 2.145 0.514  -0.477
C4 0.891 0.983 0.561  -0.069
N1 -1.743 -0.579 -1.378  -0.752
N2 -1.566 -1.527 0.685  -0.548
N3 1.923 1.571 -0.230  -0.561
H1 -2.720 -3.423 0.726  0.270
H2 -3.632 -2.224 0.290  0.251
H3 -3.027 -2.312 1.979  0.263
H4 3.249 3.186 0.091  0.270
H5 2.975 2.288 1.673  0.284
H6 4.008 1.559 0.261  0.269
H7 0.196 1.605 0.963  0.207
H8 1.277 0.189 1.094  0.190
H9 -1.920 0.311 -1.898  0.448
H10 -2.438 -1.255 -1.600  0.428
H11 -0.807 -1.582 1.452  0.459
H12 1.387 2.342 -0.776  0.458
H13 2.312 0.996 -0.930  0.454

Cartesian forces, eV/Å:
1.38 -0.47 -0.61
-1.18 -0.51 1.34
2.35 2.22 1.39
1.06 -1.58 -0.99
-1.09 2.82 -0.95
1.40 -0.56 2.82
-2.53 3.34 -1.09
1.67 -0.86 -0.19
-0.08 1.50 -0.25
0.00 0.37 -0.67
-0.18 -1.27 0.58
-0.30 -0.71 -2.34
-1.12 0.39 0.50
-1.77 1.83 1.01
0.29 -1.76 1.22
0.51 -0.97 0.65
-0.50 -1.20 -0.73
-1.85 -0.05 -1.43
1.60 -1.14 0.86
0.34 -1.40 -1.10

---

# 5
This record from OMol25 describes 2 unconnected molecules or ions with the total composition C4H13N3O in a non-equilibrium geometry. The level of theory is ωB97M-V with the def2-TZVPD basis set.

LUMO level ... 0.67 eV
HOMO energy ... -0.3387 hartree
Multiplicity ... 1
Frontier orbital gap ... 9.89 eV
SMILES string ... [H]/N=C\NCCCN.O
Charge ... 0

Last column: natural (NBO) charge in e.
Geometry (Å):
H1 2.310 -2.011 0.924  0.333
N1 2.083 -1.698 1.869  -0.691
C1 1.524 -0.574 1.919  0.285
N2 1.076 0.182 0.835  -0.657
C2 0.980 -0.381 -0.492  -0.232
C3 0.038 0.472 -1.353  -0.419
C4 -1.445 0.169 -1.216  -0.219
N3 -1.843 -1.190 -1.573  -0.833
H2 1.133 -0.142 2.835  0.161
H3 1.094 1.188 0.905  0.403
H4 0.619 -1.411 -0.390  0.194
H5 1.929 -0.455 -1.033  0.180
H6 0.278 1.509 -1.103  0.201
H7 0.357 0.438 -2.399  0.207
H8 -1.828 0.383 -0.218  0.180
H9 -1.948 0.859 -1.893  0.188
H10 -1.378 -1.506 -2.419  0.357
H11 -1.672 -1.800 -0.788  0.358
O1 -0.921 2.266 2.115  -0.934
H12 -0.979 1.295 2.186  0.471
H13 -1.409 2.408 1.289  0.466

Cartesian forces, eV/Å:
-0.03 0.26 0.09
0.27 -0.79 0.45
-1.05 0.84 -1.18
0.08 -0.46 0.05
0.02 0.05 -0.45
0.83 0.09 0.32
-0.09 0.17 -0.66
-0.11 0.46 0.19
0.67 -0.04 0.50
-0.16 -0.05 0.22
-0.07 0.12 -0.06
0.24 0.04 0.25
-0.36 0.20 0.15
-0.24 -0.46 -0.07
0.12 -0.04 0.11
-0.26 0.08 0.03
-0.02 -0.13 0.34
0.15 -0.38 -0.27
-0.33 -0.70 -0.48
0.19 0.46 0.18
0.14 0.28 0.26

---

# 6
This record from OMol25 describes 2 unconnected molecules or ions with the total composition C4H13N3O in a non-equilibrium geometry. The level of theory is ωB97M-V with the def2-TZVPD basis set.

LUMO level ... 0.90 eV
HOMO energy ... -0.3366 hartree
Multiplicity ... 1
Frontier orbital gap ... 10.06 eV
SMILES string ... NC(N)=O.CCNC
Charge ... 0

Last column: natural (NBO) charge in e.
Geometry (Å):
N1 -0.881 -1.845 2.331  -0.894
C1 -1.450 -1.679 1.015  0.784
N2 -1.973 -0.443 0.816  -0.832
O1 -1.428 -2.550 0.172  -0.617
H1 -1.452 -2.525 2.826  0.382
H2 0.008 -2.315 2.183  0.371
H3 -1.414 0.385 0.976  0.420
H4 -2.412 -0.345 -0.090  0.381
C2 -0.341 0.242 -2.095  -0.620
C3 0.794 0.979 -1.400  -0.220
N3 0.891 0.632 0.020  -0.636
C4 1.813 1.539 0.709  -0.413
H5 -0.194 0.193 -3.173  0.214
H6 -1.293 0.727 -1.883  0.196
H7 -0.418 -0.788 -1.742  0.223
H8 0.673 2.064 -1.485  0.185
H9 1.740 0.760 -1.918  0.160
H10 1.220 -0.327 0.041  0.352
H11 1.963 1.177 1.729  0.203
H12 2.793 1.591 0.222  0.167
H13 1.358 2.528 0.748  0.193

Cartesian forces, eV/Å:
0.28 0.06 -0.25
0.76 -0.11 0.04
-0.95 0.65 -0.70
-0.30 -0.05 0.08
-0.08 0.16 0.09
-0.08 -0.12 0.08
0.28 -0.37 0.75
0.06 -0.30 -0.04
-0.02 -0.05 0.16
0.20 -0.02 -0.23
-0.15 0.42 -0.39
-0.09 -0.73 0.15
-0.03 0.18 -0.04
-0.08 0.00 -0.10
0.07 -0.05 0.06
-0.15 -0.08 0.05
0.05 -0.01 0.01
0.08 0.04 0.35
-0.02 0.15 -0.03
0.04 0.18 -0.03
0.12 0.04 0.00

---

For the records above, the corresponding ΔE to the lowest compared entry with this formula, charge and spin values read 2.022, 5.124, 1.970, 6.299, 1.570, 0.842 eV.